C5H13N4S | wB97M-V/def2-TZVPD

Bonds (Å) are listed after each position.
CARTESIAN COORDINATES (ANGSTROEM)
1 C 0.84870 0.26293 2.55927  C2 1.508, H11 1.088, H12 1.088, H13 1.087
2 C 0.47760 0.66879 1.15553  C1 1.508, N3 1.392, N10 1.617, H14 1.095
3 N -0.87957 0.53899 0.87386  C2 1.392, N4 1.392, H15 1.021
4 N -1.15871 0.79294 -0.46638  N3 1.392, C5 1.436, C6 1.471
5 C -2.32074 1.56942 -0.79776  N4 1.436, H16 1.087, H17 1.092, H18 1.088
6 C -0.57036 -0.17037 -1.40939  N4 1.471, S7 1.616, N8 1.404
7 S -0.96321 -0.28341 -2.97279  C6 1.616
8 N 0.38021 -0.96583 -0.75079  C6 1.404, C9 1.447, N10 1.439
9 C 1.04807 -1.97922 -1.53951  N8 1.447, H19 1.094, H20 1.090, H21 1.087
10 N 1.29151 -0.25806 0.10981  C2 1.617, N8 1.439, H22 1.035, H23 1.031
11 H 0.60857 -0.78099 2.75075  C1 1.088
12 H 0.27359 0.86884 3.25695  C1 1.088
13 H 1.90211 0.43902 2.76011  C1 1.087
14 H 0.80420 1.68509 0.91158  C2 1.095
15 H -1.31928 -0.30555 1.24156  N3 1.021
16 H -2.32658 1.73388 -1.87265  C5 1.087
17 H -3.24418 1.06374 -0.50949  C5 1.092
18 H -2.25352 2.52627 -0.28387  C5 1.088
19 H 1.70611 -1.55380 -2.30276  C9 1.094
20 H 1.61246 -2.63462 -0.87670  C9 1.090
21 H 0.28534 -2.57110 -2.03968  C9 1.087
22 H 1.96440 0.31733 -0.42720  N10 1.035
23 H 1.83328 -0.96430 0.62954  N10 1.031

Its structure (SMILES) is C[C@@H]1NN(C)C(=S)N(C)[NH2+]1. The energy above the lowest of the compared OMol25 structures with the same formula, charge and spin is 0.000 eV. The strongest force on any atom is 3.524 eV/Å. The frontier orbital gap is 0.3300 Eh. As for the total charge: +1.

Here are the Mulliken charges for atoms 1 to 5, given in e:
1 C -1.49
2 C 0.17
3 N -0.30
4 N 0.10
5 C -0.90